Record 1
{"formula": "C29H59ClN2O13P", "method": "ωB97M-V/def2-TZVPD", "species": ["C", "C", "N", "C", "C", "O", "C", "C", "O", "C", "C", "C", "N", "P", "O", "Cl", "H", "H", "H", "H", "H", "H", "H", "H", "H", "H", "H", "H", "H", "H", "H", "H", "H", "H", "H", "O", "C", "O", "C", "C", "C", "H", "H", "H", "H", "H", "H", "H", "H", "O", "C", "O", "C", "C", "C", "H", "H", "H", "H", "H", "H", "H", "H", "O", "C", "O", "C", "C", "C", "H", "H", "H", "H", "H", "H", "H", "H", "O", "C", "O", "C", "C", "C", "H", "H", "H", "H", "H", "H", "H", "H", "O", "C", "O", "C", "C", "C", "H", "H", "H", "H", "H", "H", "H", "H"], "coordinates": [[-8.246788, -2.680494, -0.001554], [-6.931113, -2.744541, 0.777468], [-5.916907, -1.946651, 0.091301], [-4.596948, -2.483904, -0.219260], [-3.587314, -1.363882, 0.123338], [-2.336005, -1.866366, 0.597858], [-1.428452, -2.150627, -0.356626], [-0.143468, -2.694612, 0.165802], [-1.630495, -1.996248, -1.506972], [-4.602123, -2.683488, -1.791135], [-4.361508, -4.184271, -2.076026], [-4.740048, -4.856447, -0.736863], [-4.203751, -3.826477, 0.209287], [-4.090121, -4.296944, 2.023598], [-5.277572, -5.377597, 2.185514], [-4.692285, -2.646036, 3.058823], [-8.230394, -3.334851, -0.863518], [-9.046600, -3.009159, 0.651918], [-8.467442, -1.664491, -0.289099], [-7.144248, -2.314029, 1.751413], [-6.698129, -3.797917, 0.896976], [-6.282575, -1.353584, -0.631294], [-4.018688, -0.819362, 0.940169], [-3.500528, -0.663857, -0.688480], [0.419115, -3.051529, -0.674757], [0.406053, -1.861795, 0.589679], [-0.283748, -3.496557, 0.871248], [-4.005397, -2.001006, -2.369191], [-5.589824, -2.532685, -2.211274], [-4.841915, -4.581434, -2.950166], [-3.282103, -4.328030, -2.150665], [-5.807872, -4.983026, -0.696405], [-4.189217, -5.766736, -0.552394], [-3.204804, -3.874487, -0.020658], [-4.904236, -6.226222, 1.892747], [1.721372, -4.697012, 1.221872], [2.850200, -4.332870, 0.998831], [3.616570, -3.946240, 2.015440], [5.027193, -3.698544, 1.912049], [5.319251, -2.286316, 1.454389], [3.379067, -4.213643, -0.412290], [5.508398, -4.445575, 1.278650], [5.414076, -3.848305, 2.918146], [4.935898, -2.098916, 0.450176], [6.394399, -2.103915, 1.450364], [4.844589, -1.568979, 2.111002], [3.118530, -3.231327, -0.805229], [2.899694, -4.977190, -1.021407], [4.451634, -4.365984, -0.497155], [7.942050, -0.188318, 0.866832], [7.538926, 0.489179, -0.039839], [6.344887, 1.096168, 0.081162], [5.864409, 2.090801, -0.837035], [5.152572, 1.466357, -2.015905], [8.295404, 0.605144, -1.342328], [6.669785, 2.756403, -1.142724], [5.159184, 2.697150, -0.270757], [5.824926, 0.841377, -2.606150], [4.745320, 2.238970, -2.661382], [4.337387, 0.825323, -1.674855], [8.003499, -0.216499, -1.994992], [9.357352, 0.521501, -1.125460], [8.148375, 1.551284, -1.857863], [5.228500, 4.559226, -2.689242], [4.507135, 5.009641, -3.538253], [3.268733, 4.500856, -3.676094], [2.259916, 5.090593, -4.503431], [2.353986, 4.605416, -5.934867], [4.985777, 6.063459, -4.508274], [2.287255, 6.178221, -4.433182], [1.312202, 4.773127, -4.071805], [3.297105, 4.897026, -6.397003], [1.539086, 5.015651, -6.531360], [2.300635, 3.517252, -5.969698], [5.466197, 5.573349, -5.353991], [5.718839, 6.683997, -3.999388], [4.202076, 6.726064, -4.867079], [3.055538, -0.274418, 2.158469], [3.257165, 0.771911, 2.715492], [2.217788, 1.417729, 3.281237], [2.370827, 2.548803, 4.143547], [2.438655, 3.844693, 3.362369], [4.620263, 1.422357, 2.721922], [3.228179, 2.420641, 4.804437], [1.485214, 2.550168, 4.777068], [3.310187, 3.873833, 2.708182], [2.490034, 4.697219, 4.039899], [1.556828, 3.951914, 2.730247], [4.731053, 2.025315, 1.825190], [5.375786, 0.641335, 2.709252], [4.812959, 2.032308, 3.601733], [-7.882167, 1.103715, 0.077138], [-7.283920, 1.579666, 1.005898], [-7.698842, 2.739233, 1.533277], [-7.193653, 3.280942, 2.759053], [-5.948951, 4.113379, 2.533186], [-6.022012, 0.930868, 1.524862], [-7.036401, 2.492819, 3.496548], [-7.990966, 3.913674, 3.143502], [-5.129100, 3.512925, 2.136933], [-5.619852, 4.568591, 3.467201], [-6.149058, 4.903364, 1.809789], [-5.171630, 1.290715, 0.946204], [-6.121030, -0.142036, 1.381589], [-5.837837, 1.093780, 2.585099]], "forces_ev_per_a": [[0.161, -0.347, 0.521], [-1.171, 0.835, -0.695], [0.582, -1.680, 1.661], [-0.864, 2.463, -3.962], [-0.049, -0.610, 1.352], [-0.511, 0.115, 0.166], [1.588, -0.635, 1.299], [-0.340, 0.414, -0.034], [-1.075, 0.461, -2.372], [-0.958, -1.147, -0.880], [1.582, 0.451, 1.327], [0.031, 0.611, -1.299], [-0.683, -0.117, 1.168], [1.400, -0.394, 1.149], [-0.155, 0.588, -0.485], [-0.224, -0.667, -0.606], [-0.001, -0.017, -0.364], [-0.254, -0.111, 0.034], [-0.066, 0.375, -0.202], [0.208, -0.133, 0.370], [0.467, -0.041, 0.140], [-0.055, -0.153, -0.288], [0.060, 0.133, 0.549], [0.298, -0.036, -0.535], [0.206, -0.250, -0.347], [0.191, -0.003, 0.517], [0.097, -0.036, 0.452], [0.839, -0.029, 0.123], [-0.505, 0.403, 0.513], [-0.302, -0.137, -0.213], [0.117, -0.179, -0.495], [-0.332, -0.038, 0.648], [-0.119, -0.414, 0.005], [0.096, 0.365, 0.284], [-0.271, -0.130, 0.341], [-0.019, -0.100, -0.006], [0.091, 0.263, -0.165], [-0.093, -0.298, 0.356], [0.295, 0.316, -0.182], [0.150, -0.166, -0.104], [0.105, -0.475, -0.065], [-0.116, -0.049, -0.049], [-0.141, -0.047, 0.045], [0.041, -0.008, -0.015], [0.000, -0.023, -0.012], [-0.043, 0.007, 0.070], [0.059, 0.041, 0.036], [-0.149, 0.089, 0.022], [0.035, 0.200, 0.049], [-0.091, 0.015, 0.109], [0.069, -0.111, -0.318], [-0.040, 0.103, 0.290], [-0.089, -0.012, -0.320], [0.022, -0.324, -0.090], [0.252, 0.384, 0.102], [0.006, -0.021, -0.026], [0.050, -0.030, 0.102], [0.047, 0.055, -0.005], [-0.009, 0.050, 0.043], [-0.003, 0.051, 0.077], [-0.036, 0.013, -0.016], [-0.029, -0.188, 0.051], [-0.161, -0.086, -0.080], [-0.074, -0.017, 0.089], [0.176, 0.140, -0.344], [-0.091, -0.095, 0.353], [-0.103, 0.022, -0.303], [0.170, -0.042, -0.033], [-0.143, 0.363, 0.245], [0.078, 0.000, 0.000], [0.075, -0.057, 0.123], [-0.029, 0.079, -0.013], [-0.012, 0.002, 0.019], [-0.073, 0.004, 0.030], [-0.030, -0.012, -0.023], [0.121, -0.151, 0.003], [-0.031, -0.130, -0.139], [-0.355, 0.138, 0.016], [0.289, 0.246, -0.159], [-0.255, -0.259, 0.109], [0.050, 0.285, -0.007], [0.073, -0.024, -0.153], [0.068, -0.249, 0.579], [0.041, -0.023, -0.054], [-0.038, -0.133, -0.049], [0.049, 0.015, 0.067], [-0.011, -0.011, 0.014], [-0.044, 0.001, 0.064], [0.006, 0.022, -0.012], [-0.016, -0.016, -0.254], [-0.098, 0.150, -0.096], [-0.078, -0.060, -0.074], [0.341, 0.079, 0.007], [-0.365, -0.082, -0.085], [0.252, 0.165, 0.141], [0.088, -0.074, -0.154], [-0.244, -0.162, 0.578], [0.028, -0.053, -0.059], [-0.101, -0.058, -0.112], [0.014, -0.030, 0.077], [-0.027, 0.002, 0.008], [-0.056, 0.032, 0.051], [-0.003, 0.070, 0.015], [0.061, 0.117, -0.160], [0.100, 0.244, -0.049]], "lowdin_charge": [-0.06, -0.30, -0.01, -0.42, -0.10, -0.01, -0.55, 0.04, 0.15, -0.07, -0.10, -0.11, -0.17, 0.68, -0.30, 0.41, 0.07, 0.08, 0.07, 0.08, 0.07, 0.12, 0.08, 0.14, 0.09, 0.11, 0.08, 0.11, 0.12, 0.12, 0.12, 0.12, 0.13, 0.12, 0.07, 0.07, -0.53, 0.02, -0.21, -0.06, 0.01, 0.11, 0.12, 0.08, 0.08, 0.05, 0.09, 0.09, 0.07, 0.09, -0.52, -0.02, -0.23, -0.05, 0.02, 0.11, 0.11, 0.07, 0.05, 0.08, 0.10, 0.09, 0.07, 0.10, -0.52, 0.00, -0.23, -0.06, 0.02, 0.11, 0.12, 0.07, 0.08, 0.08, 0.10, 0.09, 0.07, 0.09, -0.51, 0.00, -0.24, -0.06, 0.03, 0.11, 0.12, 0.07, 0.08, 0.08, 0.07, 0.09, 0.08, 0.10, -0.52, 0.01, -0.23, -0.06, 0.01, 0.11, 0.13, 0.07, 0.08, 0.09, 0.10, 0.04, 0.08], "charge": 1, "lumo_energy_ev": -2.684, "homo_ev": -11.48}

Record 2
{"formula": "C4H8O3", "method": "ωB97M-V/def2-TZVPD", "species": ["C", "O", "C", "O", "C", "C", "O", "H", "H", "H", "H", "H", "H", "H", "H"], "coordinates": [[1.774311, 1.859794, -0.783751], [1.566129, 0.986422, 0.315543], [0.577549, 0.065225, 0.193523], [0.068342, -0.147537, -0.943075], [0.150005, -0.548327, 1.372504], [-1.890412, -0.917785, -0.135243], [-2.208440, -2.053847, 0.438844], [0.993925, 2.630026, -0.813449], [2.743652, 2.332188, -0.610523], [1.781680, 1.319664, -1.732356], [-0.057297, -1.609504, 1.329541], [0.547066, -0.184973, 2.316349], [-2.136010, -0.035975, 0.432382], [-1.844717, -0.900211, -1.212312], [-2.065783, -2.795161, -0.167977]], "forces_ev_per_a": [[0.069, 0.184, -0.212], [-0.126, -0.121, 0.067], [-0.107, -0.018, -0.028], [0.146, -0.006, 0.230], [0.113, -0.100, 0.044], [-0.285, -0.018, 0.021], [0.153, 0.048, -0.185], [0.089, -0.116, -0.018], [-0.160, -0.056, -0.043], [0.020, 0.064, 0.135], [0.015, 0.161, -0.016], [-0.050, -0.043, -0.143], [0.100, -0.068, -0.037], [0.080, 0.001, 0.132], [-0.057, 0.088, 0.052]], "lowdin_charge": [-0.08, -0.07, -0.61, -0.05, 0.01, 0.04, 0.06, 0.09, 0.09, 0.08, 0.04, 0.05, 0.10, 0.11, 0.14], "charge": 0, "lumo_energy_ev": [-0.382, -0.386], "homo_ev": [-7.25, -7.24]}